No. 1
Here is a structure of composition C29H31Br3N5Y from the Open Molecules 2025 dataset. Energies are from ωB97M-V/def2-TZVPD.

Calculated values
Energy above the lowest of the compared OMol25 structures with the same formula, charge and spin   7.2 kcal per mole
Total energy   -249186.962 eV
Kohn-Sham gap   5.5 eV
LUMO   -6.928 eV
M   778.22 g mol⁻¹

Geometry as ORCA input:
```
! RIJCOSX wB97M-V def2-TZVPD def2/J DEFGRID3
* xyz 2 1
Y -0.346 -0.520 0.098
C -2.485 0.934 2.347
N -1.045 0.907 2.042
C -0.576 2.308 1.877
C -0.238 0.264 3.081
C -0.676 0.119 4.390
C 0.137 -0.489 5.334
C 1.390 -0.958 4.965
C 1.832 -0.825 3.660
C 1.030 -0.206 2.699
N 1.362 -0.142 1.334
C 2.657 0.091 0.880
C 3.678 0.697 1.614
C 4.910 0.931 1.026
C 5.148 0.573 -0.293
C 4.136 -0.014 -1.035
C 2.896 -0.239 -0.459
N 1.786 -0.877 -1.188
C 1.691 -0.379 -2.579
C 2.057 -2.336 -1.221
H -2.714 1.612 3.173
H -2.834 -0.064 2.608
H -3.028 1.284 1.469
H -0.705 2.853 2.816
H -1.156 2.800 1.098
H 0.480 2.311 1.611
H -1.648 0.487 4.689
H -0.207 -0.593 6.353
H 2.025 -1.440 5.697
H 2.799 -1.214 3.373
H 3.505 0.990 2.640
H 5.691 1.402 1.606
H 6.115 0.753 -0.741
H 4.325 -0.295 -2.063
H 2.579 -0.625 -3.164
H 1.567 0.703 -2.583
H 0.839 -0.851 -3.068
H 3.051 -2.529 -1.630
H 1.322 -2.842 -1.845
H 2.030 -2.736 -0.204
Br -0.848 6.785 -2.109
C -1.013 4.919 -1.998
C -2.180 4.304 -2.440
C -2.308 2.929 -2.363
C -1.266 2.172 -1.834
C -0.109 2.791 -1.373
C 0.024 4.166 -1.464
N -1.320 0.749 -1.757
C -1.875 0.079 -2.692
C -1.905 -1.392 -2.701
C -2.581 -2.045 -3.717
C -2.595 -3.435 -3.733
C -1.923 -4.115 -2.735
C -1.266 -3.383 -1.754
N -1.247 -2.052 -1.724
H -2.986 4.906 -2.835
H -3.234 2.463 -2.675
H 0.714 2.210 -0.963
H 0.928 4.650 -1.123
H -2.304 0.575 -3.562
H -3.088 -1.477 -4.486
H -3.117 -3.969 -4.516
H -1.896 -5.195 -2.704
H -0.730 -3.893 -0.961
Br -1.245 -2.835 1.929
C -3.162 -3.037 1.641
Br -3.886 -1.814 0.351
H -3.635 -2.852 2.597
H -3.330 -4.049 1.294
*
```

=====

No. 2
Here is a structure of composition C17H19BCdN6O3 in a non-equilibrium geometry from the Open Molecules 2025 dataset. Energies are from ωB97M-V/def2-TZVPD.

Calculated values
Total energy   -38243.282 eV
Kohn-Sham gap (alpha / beta)   5.6 / 4.2 eV
LUMO (alpha / beta)   -9.615 / -10.758 eV
M   478.60 g mol⁻¹

Geometry as ORCA input:
```
! RIJCOSX wB97M-V def2-TZVPD def2/J DEFGRID3
* xyz 2 1
C -0.670 -3.175 1.338
N -0.289 -2.476 0.250
N 0.279 -3.359 -0.653
C 0.296 -4.589 -0.106
C -0.291 -4.517 1.156
B 0.883 -2.903 -2.014
N -0.116 -1.950 -2.773
N -0.672 -0.853 -2.140
C -1.356 -0.151 -3.061
C -1.203 -0.778 -4.316
C -0.425 -1.912 -4.089
Cd -0.206 -0.280 0.146
N 2.045 -1.929 -1.634
N 1.727 -0.800 -0.910
C 2.826 -0.029 -0.839
C 3.883 -0.701 -1.471
C 3.356 -1.903 -1.940
H 2.803 0.935 -0.356
H 3.822 -2.737 -2.442
H 4.889 -0.357 -1.565
H 1.231 -3.813 -2.701
H -0.082 -2.703 -4.743
H 0.710 -5.411 -0.667
H -1.585 -0.445 -5.259
H -0.418 -5.323 1.851
H -1.896 0.758 -2.801
H -1.173 -2.680 2.172
H -0.082 3.141 -1.226
C -0.543 4.134 -1.383
H -0.546 4.383 -2.453
H -1.584 4.176 -1.006
H 0.067 4.885 -0.859
O -1.103 0.020 3.784
C -1.321 1.331 3.569
C -2.592 1.895 3.776
C -2.822 3.196 3.351
C -1.811 3.969 2.761
C -0.536 3.430 2.601
C -0.305 2.121 2.997
C 1.018 1.457 2.770
O 2.065 2.052 3.058
O 0.903 0.233 2.274
H -0.265 -0.207 3.223
H -3.364 1.267 4.221
H -3.813 3.618 3.508
H -2.021 4.983 2.431
H 0.292 3.995 2.172
*
```

=====

No. 3
Here is a cluster of 2 separate species, C2H6N2O4 in total in a non-equilibrium geometry from the Open Molecules 2025 dataset. Energies are from ωB97M-V/def2-TZVPD.

Calculated values
Energy above the lowest of the compared OMol25 structures with the same formula, charge and spin   224.3 kcal per mole
Total energy   -13333.085 eV
SMILES   C[N+](=O)[O-].C[N+](=O)[O-]
Kohn-Sham gap   10.2 eV
LUMO   -0.323 eV
M   122.08 g mol⁻¹

Geometry as ORCA input:
```
! RIJCOSX wB97M-V def2-TZVPD def2/J DEFGRID3
* xyz 0 1
C -1.812 1.263 -0.104
N -0.413 0.838 -0.056
O 0.089 0.668 1.040
O 0.233 0.646 -1.031
H -2.036 1.509 -1.142
H -1.816 2.221 0.416
H -2.486 0.663 0.509
C 1.617 -0.750 -0.218
N 0.625 -1.627 0.447
O 1.045 -2.272 1.350
O -0.531 -1.634 0.060
H 1.417 -0.554 -1.271
H 2.601 -1.219 -0.189
H 1.468 0.250 0.189
*
```

=====

Question: The lowest M belongs to which entry?
Answer: C2H6N2O4

=====

Question: Look up the M of the third one.
Answer: 122.08 g mol⁻¹

=====

Question: Among the records above, which one has the highest total energy?
Answer: C2H6N2O4

=====

Question: Look up the total energy of the third one.
Answer: -13333.085 eV